No. 1
Below is a structure of composition C61H45HfN5O3P2S, with properties calculated with ωB97M-V/def2-TZVPD.

XYZ file:
```
118
Properties=species:S:1:pos:R:3:forces:R:3:mulliken_charge:R:1
Hf -1.529 -1.367 2.500 -1.4 -4.8 0.9 1.0122
O -5.257 -2.363 0.760 2.4 0.2 1.1 -0.7037
C -4.066 -2.276 1.112 -1.9 -0.6 -1.4 0.5671
N -3.523 -2.032 2.317 1.3 0.4 1.0 0.1912
C -4.211 -2.057 3.565 -0.5 -0.6 0.4 0.4113
C -5.604 -2.054 3.682 0.5 0.0 -1.0 -0.7493
C -6.148 -2.177 4.938 -1.0 -0.3 0.6 -0.7347
C -5.368 -2.524 6.029 -0.5 0.6 1.1 -0.5216
C -3.995 -2.517 5.959 1.0 -0.2 -0.1 -0.9252
C -3.404 -2.243 4.712 -1.8 0.8 0.7 0.5954
N -2.055 -1.997 4.564 0.9 -0.3 -1.8 0.3755
C -1.140 -2.530 5.425 -1.1 0.7 1.9 0.4724
O -1.264 -2.880 6.605 0.2 0.4 -2.0 -0.6848
C 0.156 -2.619 4.775 2.3 1.0 -0.3 0.2883
C 1.322 -2.760 5.557 -1.2 0.1 0.6 -0.7065
C 2.490 -3.057 4.904 0.9 -0.4 -1.7 -0.3996
C 2.461 -3.276 3.473 0.9 -0.1 1.5 -0.6282
C 1.247 -3.154 2.831 0.6 1.2 -1.0 -0.1686
N 0.175 -2.540 3.403 0.3 -2.2 1.4 -0.2394
C -2.995 -2.514 0.055 0.2 0.6 0.8 0.3030
C -3.425 -2.943 -1.148 0.0 -1.0 -1.4 -0.4191
C -2.518 -3.022 -2.215 -0.4 0.5 0.2 -0.4618
C -1.190 -2.721 -1.984 1.8 0.3 -1.1 -0.4779
C -0.784 -2.356 -0.696 -0.3 0.5 0.4 -0.4602
N -1.688 -2.211 0.308 -0.2 0.0 0.4 -0.3964
H -6.182 -2.050 2.750 0.0 0.4 0.7 0.5012
H -7.214 -2.042 5.144 0.3 -0.3 -0.5 0.4247
H -5.875 -2.650 7.000 0.4 -0.1 -0.6 0.3563
H -3.313 -2.705 6.813 -1.0 0.2 -0.7 0.4732
H 1.239 -2.605 6.673 0.0 -0.6 -1.5 0.4218
H 3.424 -3.233 5.456 -0.4 0.4 -0.3 0.4725
H 3.429 -3.477 2.938 -1.4 -0.3 0.5 0.3532
H 1.093 -3.494 1.805 0.4 0.5 0.0 0.5661
H -4.459 -3.267 -1.208 0.0 0.4 -0.3 0.5553
H -2.875 -3.178 -3.229 0.1 -0.4 0.2 0.4701
H -0.438 -2.714 -2.861 -1.3 0.0 1.8 0.3305
H 0.237 -2.061 -0.410 -0.3 -0.3 -0.6 0.6519
O 1.237 0.776 -2.878 0.3 0.4 0.6 0.4804
C 2.565 1.253 -3.164 -1.2 -1.1 -0.5 -0.5763
C 2.745 2.462 -3.807 -0.1 0.6 -0.5 -0.5288
C 3.934 2.717 -4.475 0.7 0.2 0.1 -0.5658
C 5.018 1.838 -4.392 -0.4 -0.1 -0.6 -1.0911
C 4.879 0.732 -3.585 -0.1 0.0 1.3 -0.1106
C 3.668 0.423 -2.923 0.3 -0.1 -0.6 0.4686
P 3.707 -0.979 -1.756 -1.2 -0.2 0.3 -0.1994
C 4.944 -0.342 -0.566 0.5 1.8 0.6 0.4361
C 5.412 -1.110 0.490 -1.1 -1.6 -1.3 -0.3475
C 6.677 -0.940 0.999 0.1 0.4 0.8 -0.6137
C 7.337 0.278 0.787 -0.2 -0.6 0.4 -0.4446
C 6.696 1.249 0.021 1.3 0.7 0.8 -0.6225
C 5.524 0.943 -0.625 -0.2 -0.6 -0.7 -0.2647
C 4.710 -2.290 -2.567 0.8 0.0 -1.2 0.6719
C 5.269 -2.241 -3.888 -1.1 0.4 1.0 -0.4028
C 6.236 -3.133 -4.299 -0.8 -1.1 1.1 -0.6190
C 6.581 -4.189 -3.439 0.5 0.9 1.0 -0.5327
C 5.988 -4.308 -2.154 -0.1 0.8 -2.2 -0.7391
C 5.022 -3.390 -1.765 0.3 0.1 -1.3 -0.3808
C 0.224 0.920 -3.835 -0.2 0.8 -0.9 -0.7032
C 0.332 0.199 -5.052 0.6 0.9 1.0 -0.4401
C -0.536 0.492 -6.103 0.2 0.0 0.1 -0.6346
C -1.516 1.464 -5.944 0.8 -0.5 0.0 -0.8737
C -1.715 2.096 -4.733 -1.0 0.1 -0.2 -0.1034
C -0.893 1.823 -3.644 0.9 -0.6 0.7 0.8366
P -1.575 2.141 -1.935 1.9 -1.1 0.3 0.8248
C -3.291 1.864 -2.242 -1.6 0.5 -0.8 0.1800
C -3.769 0.584 -1.979 -0.1 0.2 0.6 0.0566
C -5.135 0.344 -1.926 0.1 -0.3 -0.4 -0.2938
C -6.029 1.361 -2.294 -1.1 -0.6 -0.2 -0.6360
C -5.563 2.592 -2.786 1.1 -0.7 0.3 -0.8001
C -4.182 2.857 -2.731 -0.5 -1.0 0.8 -0.1588
C -1.638 3.849 -1.420 -0.5 1.8 0.2 0.3889
C -1.405 4.971 -2.257 -0.7 -0.8 1.9 -0.4029
C -1.828 6.245 -1.881 -0.4 -0.9 0.3 -0.6873
C -2.452 6.423 -0.633 0.5 0.8 -0.1 -0.5750
C -2.579 5.352 0.244 -0.4 -0.2 0.3 -0.6128
C -2.237 4.072 -0.147 1.1 0.5 -1.6 -0.6019
H 1.975 3.233 -3.835 -0.1 -0.5 -0.1 0.5288
H 4.052 3.633 -5.048 -0.2 -0.1 0.1 0.4334
H 5.918 1.959 -4.994 -0.2 0.3 0.3 0.4351
H 5.734 0.116 -3.294 -0.2 0.3 -0.5 0.6527
H 4.723 -1.928 0.741 0.9 -0.3 0.1 0.1943
H 7.081 -1.757 1.590 0.1 0.4 0.3 0.3850
H 8.250 0.485 1.348 -0.1 -0.1 -0.5 0.3817
H 7.206 2.238 -0.055 -0.8 -0.8 -0.1 0.3735
H 5.043 1.697 -1.198 -0.1 0.5 -0.7 0.4875
H 4.840 -1.541 -4.606 0.4 0.1 0.3 0.4586
H 6.618 -3.080 -5.296 0.3 0.0 -0.4 0.4315
H 7.427 -4.802 -3.721 -0.3 -0.4 0.0 0.3606
H 6.205 -5.129 -1.526 0.3 -0.8 0.5 0.4535
H 4.409 -3.607 -0.933 -0.2 0.1 1.2 0.4813
H 1.210 -0.450 -5.150 -0.5 0.1 -0.1 0.4827
H -0.423 0.023 -7.081 0.0 0.0 0.4 0.4348
H -2.101 1.702 -6.793 -0.7 0.3 -0.6 0.4932
H -2.638 2.730 -4.663 1.2 -0.5 0.2 0.2222
H -3.049 -0.200 -1.707 -0.3 0.3 -0.1 -0.1319
H -5.427 -0.683 -1.644 -0.4 0.8 -0.1 0.3276
H -7.133 1.137 -2.242 1.3 0.4 -0.2 0.3411
H -6.207 3.328 -3.242 -0.3 0.0 0.3 0.4470
H -3.827 3.847 -2.990 0.1 0.0 0.0 0.5095
H -0.920 4.789 -3.175 0.4 0.0 -1.1 0.4559
H -1.757 6.990 -2.655 0.1 0.6 0.3 0.4289
H -2.779 7.417 -0.289 0.1 -0.6 -0.4 0.3585
H -3.020 5.451 1.245 0.2 0.3 -0.5 0.3993
H -2.413 3.268 0.526 -0.2 -0.7 0.4 0.4991
S 0.254 1.513 2.445 -1.3 0.3 0.5 0.1412
C -1.263 0.835 1.922 1.0 1.4 1.1 -0.1771
N -2.189 0.584 2.871 1.0 4.0 0.9 0.0743
C -1.796 1.284 4.040 0.8 -0.3 1.1 -0.2277
C -2.613 1.485 5.203 1.4 -0.7 -0.4 -0.5301
C -2.099 2.182 6.277 -0.1 0.5 0.3 -0.6289
C -0.774 2.705 6.239 -1.1 0.1 0.8 -0.4293
C 0.027 2.535 5.164 0.8 -0.6 -2.1 -0.7211
C -0.424 1.780 4.039 -2.2 0.1 -0.2 0.9311
H -1.519 0.790 0.889 0.1 -0.5 -1.4 0.4992
H -3.530 0.948 5.256 -0.9 0.0 -0.1 0.5346
H -2.699 2.447 7.186 0.4 -0.7 -1.1 0.3967
H -0.455 3.285 7.106 0.1 -0.1 -0.4 0.4439
H 0.969 3.032 5.031 0.4 0.1 0.5 0.4711
```
Positions in Å, forces in eV/Å.

Results
LUMO level, eV: -8.1
Energy relative to the best compared isomer or geometry (same formula, charge and spin), kJ/mol: 27.6
Charge: +2
E_HOMO, eV: -11.699


No. 2
Below is a structure of composition C61H47I4KN6O2S, with properties calculated with ωB97M-V/def2-TZVPD.

XYZ file:
```
122
Properties=species:S:1:pos:R:3:forces:R:3:mulliken_charge:R:1
K -1.138 -0.156 0.108 -0.1 0.1 -0.3 0.6788
I -4.223 -7.327 -5.881 0.1 0.8 0.7 -0.0239
C -3.882 -5.505 -4.757 -0.3 0.4 0.2 -0.1358
C -4.963 -4.621 -4.477 0.9 -1.1 -0.3 -0.6445
C -4.717 -3.390 -3.856 -0.6 -1.4 -0.2 -0.2840
C -3.392 -3.074 -3.572 -1.0 2.8 1.1 0.1622
C -2.375 -3.899 -3.926 2.5 -0.5 -0.5 -0.1739
C -2.559 -5.163 -4.424 -2.2 -0.3 -0.9 -0.8885
C -3.039 -1.749 -2.932 0.4 0.2 -0.6 1.4752
C -3.774 -1.248 -1.849 -0.4 -0.3 1.0 -0.1440
C -4.662 -2.051 -0.978 -0.4 1.4 -0.1 -1.0390
C -5.195 -1.185 -0.076 0.0 0.4 0.0 -1.2843
C -4.616 0.172 -0.364 -0.2 -1.1 -0.5 0.1827
C -5.015 1.421 0.256 0.8 -1.0 -0.5 0.2732
C -6.393 1.464 0.796 0.3 0.8 0.9 1.1025
C -6.687 2.422 1.834 0.9 -0.2 -1.8 -0.9208
C -7.946 2.598 2.351 0.2 -1.2 0.1 -0.6043
C -8.929 1.668 1.989 0.1 1.1 -0.6 -0.2712
I -10.751 1.846 3.007 -0.2 -0.2 -0.3 0.0001
C -8.701 0.842 0.892 -1.4 -1.4 0.3 -0.4571
C -7.460 0.645 0.349 1.2 1.9 1.0 -0.4999
C -4.100 2.519 0.306 0.9 1.3 -1.0 -0.1166
N -2.714 2.464 0.140 -2.0 -1.0 0.3 0.3858
C -2.240 3.706 0.300 1.6 -0.2 0.3 -0.4959
C -0.830 3.976 0.209 -0.7 -1.6 -1.3 1.3223
C -0.236 5.061 0.955 0.5 1.2 0.2 -0.0912
C 0.704 5.898 0.356 0.9 0.2 -0.1 -0.2610
C 1.357 6.924 1.015 -0.7 0.6 2.4 -0.7100
C 1.101 7.124 2.400 -0.5 -1.0 -1.1 -0.1093
I 2.031 8.805 3.306 -0.3 -0.7 0.0 -0.0052
C 0.171 6.249 3.041 2.2 2.3 0.2 -0.6729
C -0.505 5.345 2.304 -1.3 -1.7 -0.7 -0.1017
C 0.068 3.177 -0.652 -1.4 -0.8 0.7 -0.2076
C 1.439 2.859 -0.318 0.8 1.1 0.8 -0.5036
C 1.944 2.129 -1.373 0.5 0.9 0.3 -1.0745
C 0.853 1.988 -2.310 -1.6 -0.3 0.9 -0.0081
N -0.331 2.487 -1.789 2.0 1.1 0.5 -0.4843
C 0.858 1.256 -3.551 -0.2 -0.8 1.4 0.1026
C -0.156 0.300 -3.798 -0.6 -0.3 0.6 0.4014
C -0.364 -0.395 -5.052 0.6 -0.4 -0.8 -1.5571
C -1.410 -1.226 -4.837 -0.5 -0.5 -1.4 -0.7319
C -1.940 -1.047 -3.518 2.0 1.3 1.3 -0.5040
N -1.097 -0.158 -2.854 -0.3 0.1 -1.3 0.3616
C 2.058 1.425 -4.376 0.1 -0.3 -0.6 0.3108
C 2.726 2.647 -4.410 0.7 0.9 0.2 -0.1853
C 3.778 2.907 -5.288 0.0 -1.5 -1.3 -0.7515
C 4.127 1.895 -6.235 -0.2 -0.4 1.0 -0.1583
I 5.258 2.451 -7.920 0.1 -0.2 0.3 -0.0009
C 3.674 0.568 -6.068 -1.1 1.4 0.4 -0.6877
C 2.612 0.407 -5.146 0.8 -1.1 -0.6 -0.3321
C -3.303 4.657 0.557 0.5 -0.2 -0.1 -0.6562
C -4.445 3.976 0.426 -0.6 -1.3 0.4 -1.8698
N -3.754 0.046 -1.403 -0.1 0.1 0.4 -0.3457
H -5.958 -4.963 -4.747 0.0 0.3 0.0 0.3767
H -5.585 -2.757 -3.618 0.8 -0.1 0.0 0.4562
H -1.340 -3.502 -3.964 -0.7 -0.4 0.8 0.4381
H -1.769 -5.832 -4.666 0.6 -0.2 -0.1 0.4250
H -4.983 -3.065 -1.065 0.3 -0.6 -0.1 0.6487
H -5.931 -1.473 0.688 0.5 0.3 -0.3 0.6386
H -5.859 3.101 2.048 -0.5 -0.3 0.4 0.6468
H -8.120 3.372 3.071 -0.2 0.1 0.4 0.3686
H -9.469 0.207 0.413 0.0 0.5 0.8 0.3180
H -7.341 -0.095 -0.390 0.2 -0.4 -1.0 0.6742
H 1.025 5.752 -0.652 -0.3 -0.3 -0.7 0.5274
H 2.004 7.645 0.548 0.2 -0.2 -0.5 0.3744
H 0.109 6.250 4.112 -0.5 0.3 0.3 0.3971
H -1.287 4.766 2.784 0.2 -0.2 0.1 0.4573
H 1.988 3.235 0.620 -0.9 -0.8 -1.6 0.3632
H 2.999 1.828 -1.455 -0.7 -0.1 -0.2 0.7245
H 0.278 -0.368 -5.974 -1.0 0.2 1.1 0.5260
H -1.840 -1.897 -5.572 0.0 0.1 -0.1 0.5650
H 2.408 3.392 -3.688 0.0 0.1 -0.2 0.4870
H 4.359 3.818 -5.384 -0.6 0.2 0.4 0.3702
H 3.990 -0.288 -6.670 0.0 0.5 0.1 0.3803
H 2.225 -0.600 -5.020 0.0 0.1 0.0 0.6134
H -3.180 5.685 0.789 0.1 0.8 -0.2 0.6441
H -5.430 4.411 0.388 -0.2 -0.1 0.2 0.6482
C 6.279 0.164 -0.207 0.6 -1.0 -1.4 -1.7419
C 6.562 0.028 1.277 0.7 0.0 -1.3 2.3502
C 8.111 0.197 1.352 0.6 -0.9 1.5 -2.0208
C 5.794 1.176 1.920 -0.6 -0.1 -0.2 -1.5853
C 6.019 -1.285 1.850 0.9 -0.4 0.1 0.5535
C 6.832 -2.254 2.482 2.1 2.4 -0.7 -0.5699
C 6.375 -3.389 3.003 -1.6 -2.5 1.4 -0.8692
C 5.006 -3.718 2.985 1.4 2.4 -0.6 0.7017
S 4.221 -5.043 3.727 -0.6 0.7 -0.8 -0.4303
C 2.720 -4.295 3.117 -1.5 1.2 -0.3 0.1893
N 2.809 -3.157 2.496 1.1 0.2 0.3 -0.1660
C 4.145 -2.731 2.426 0.2 -1.3 -0.3 -1.2624
C 4.680 -1.545 1.808 -1.1 -1.6 1.1 -0.4400
C 1.423 -4.887 3.462 -0.7 -1.5 0.2 1.2736
C 1.497 -6.183 3.951 -0.6 -1.6 1.6 -0.5724
C 0.305 -6.844 4.393 -0.1 0.9 -0.7 -0.7417
C -0.920 -6.142 4.322 0.4 -0.1 0.4 -0.3061
C -0.954 -4.775 3.937 -0.8 -2.9 0.7 -0.5673
C 0.157 -4.253 3.373 1.5 2.7 -0.4 -0.1306
H 6.612 1.161 -0.481 -0.2 0.2 -0.3 0.4751
H 5.245 0.010 -0.487 -0.4 0.2 0.1 0.3232
H 6.854 -0.555 -0.858 -0.3 0.5 0.8 0.3211
H 8.572 1.080 0.877 -0.9 0.0 0.2 0.3606
H 8.715 -0.646 0.928 -0.9 0.3 0.2 0.3810
H 8.370 0.208 2.429 0.2 0.2 -0.4 0.4313
H 6.218 2.150 1.706 0.5 0.2 0.3 0.4518
H 5.675 0.950 2.974 0.0 0.5 0.3 0.3679
H 4.796 1.243 1.444 0.3 -0.2 0.5 0.2826
H 7.905 -2.034 2.634 -0.7 -0.1 -0.3 0.2713
H 6.997 -4.055 3.577 0.6 -0.1 -0.1 0.3471
H 3.993 -0.835 1.419 -0.6 0.4 -0.4 0.7780
H 2.483 -6.698 4.124 -1.1 0.4 -0.3 0.1323
H 0.279 -7.867 4.784 0.3 0.4 -0.3 0.3176
H -1.856 -6.671 4.570 0.5 0.2 0.1 0.3141
H -1.925 -4.271 4.069 0.5 0.1 -0.5 0.3355
O -0.811 0.940 2.514 -0.2 0.2 -0.3 -0.3014
H -0.966 1.881 2.440 -0.2 0.4 -0.3 0.2080
H -0.597 0.785 3.439 0.4 -0.5 0.4 0.2704
N 0.253 -0.570 4.666 0.3 0.6 -0.4 -0.7362
H 1.207 -0.715 4.346 -0.3 -0.1 0.0 0.1938
H -0.323 -1.298 4.258 0.1 -0.2 0.3 0.2752
H 0.244 -0.525 5.672 -0.2 -0.4 0.0 0.1903
O -0.046 -2.321 1.628 0.7 0.7 0.0 -0.5330
H 0.913 -2.100 1.711 -1.0 -0.3 -0.2 0.2550
H -0.080 -3.069 2.436 0.4 0.1 -0.3 -0.2120
```
Positions in Å, forces in eV/Å.

Results
LUMO level (alpha / beta), eV: 2.9 / 2.9
Charge: -2
E_HOMO (alpha / beta), eV: -1.661 / -1.772


| no. | energy (eV) |
| --- | --- |
| 1 | -108284.579 |
| 2 | -136616.843 |